i.
Computed, not measured: an isolated ion of composition C4H8NO and charge +1, with wB97M-V/def2-TZVPD.

HOMO: -14.19 eV
LUMO level: -3.64 eV
structure (SMILES): C[N@@H+]1C=COC1
charge: +1
2S+1: 1

Last column: natural (NBO) charge in e.
Element x y z (Å)
C -1.6340 -0.0025 0.3162  -0.4368
N -0.3698 0.0058 -0.4138  -0.4064
C 0.5445 -1.1882 -0.1237  -0.2065
C 1.8025 -0.7746 0.1387  0.1868
O 1.9223 0.5562 0.1209  -0.4402
C 0.5828 1.1321 -0.1043  0.0607
H -1.5489 -0.0189 1.4574  0.2605
H -2.1457 0.9822 0.1692  0.2447
H -2.2143 -0.8540 -0.0192  0.2489
H -0.5182 0.0037 -1.5282  0.4621
H 0.0567 -2.2158 -0.2714  0.2727
H 2.7659 -1.2305 0.3753  0.2687
H 0.6030 1.8778 -1.0036  0.2453
H 0.1533 1.7268 0.8864  0.2397



ii.
Computed, not measured: an isolated ion of composition C4H8NO and charge +1, with wB97M-V/def2-TZVPD.

HOMO: -14.58 eV
LUMO level: -3.38 eV
structure (SMILES): O[C@@H]1C=CC[NH2+]1
charge: +1
2S+1: 1

Last column: natural (NBO) charge in e.
Element x y z (Å)
O -0.2553 -2.1315 -0.0841  -0.7116
C 0.4549 -0.9762 -0.2485  0.2282
C 0.5360 -0.0014 1.3541  -0.1691
C -0.1531 1.1153 1.1230  -0.2378
C -0.4324 1.2887 -0.3816  -0.2606
N -0.4316 -0.0698 -0.9560  -0.5328
H 0.3027 -2.9978 -0.0459  0.5362
H 1.5369 -0.9980 -0.6820  0.2241
H 1.0386 -0.4323 2.2102  0.2488
H -0.2589 2.0180 1.7797  0.2680
H -1.2727 2.0385 -0.6683  0.2683
H 0.4696 1.6231 -0.7026  0.2157
H -1.3681 -0.5517 -0.7909  0.4734
H -0.1665 0.0750 -1.9071  0.4491



Stability ranking, top and bottom: i is the most stable and ii is the least stable.



i.
Computed, not measured: C3H6BrO3P as an isolated structure, with wB97M-V/def2-TZVPD.

HOMO: -8.67 eV
LUMO level: 0.18 eV
2S+1: 1

Last column: natural (NBO) charge in e.
Element x y z (Å)
C 1.0356 -0.1646 -2.1299  -0.3027
C 0.0193 0.3283 -1.5220  -0.3160
C -1.1295 -0.3607 -0.9513  0.0233
O 1.3291 -0.4647 1.8330  -0.9901
O -0.2913 0.8714 2.9444  -1.0269
O -0.9267 -0.1316 0.8071  -0.9264
P 0.3103 0.7127 1.4603  1.5388
Br -1.3169 -2.2478 -1.2148  0.0865
H 1.9370 0.3989 -2.4804  0.2222
H 1.1427 -1.1991 -2.1167  0.2015
H -0.2007 1.4319 -1.5398  0.2334
H -2.1996 0.0860 -0.8588  0.2636
H 1.4896 -0.2562 2.7190  0.4860
H -1.1989 0.9956 3.0497  0.5070



ii.
Computed, not measured: an isolated molecule of C3H6BrO3P, with wB97M-V/def2-TZVPD.

HOMO: -9.61 eV
LUMO level: 0.34 eV
structure (SMILES): O=P(O)(O)C/C=C\Br
2S+1: 1

Last column: natural (NBO) charge in e.
Element x y z (Å)
O 1.3744 -0.8430 1.4646  -1.1071
P 0.9731 -0.8343 0.1017  2.3359
O -0.1086 -1.9992 -0.0572  -0.9856
O 2.1956 -1.1315 -0.9122  -0.9679
C 0.2293 0.8126 -0.5020  -0.7876
C -0.5525 1.1638 0.6499  -0.2524
C -1.8544 0.9905 0.6043  -0.1950
Br -2.7745 -0.0386 -0.8570  -0.0361
H -0.6857 -2.0832 -0.7932  0.5137
H 2.9099 -0.8028 -0.4937  0.4920
H 1.1465 1.3556 -0.6687  0.2515
H -0.2062 0.4543 -1.4638  0.2605
H -0.1551 1.6083 1.5193  0.2551
H -2.4917 1.3474 1.4078  0.2230



Stability ranking, top and bottom: ii is the most stable and i is the least stable.



i.
Computed, not measured: a 12-piece molecular cluster, C30H87N3O12 overall, with wB97M-V/def2-TZVPD.

HOMO: -8.52 eV
LUMO level: 0.45 eV
structure (SMILES): COC[C@H](C)N.COC[C@H](C)N.COC[C@H](C)N.CCO.CCO.CCO.CCO.CCO.CCO.CCO.CCO.CCO
2S+1: 1

Last column: Mulliken charge in e.
Element x y z (Å)
C 7.8981 -6.6756 8.6437  -0.7571
O 8.9758 -6.6875 7.6851  -0.3879
C 10.2737 -7.1540 8.1994  -0.1193
C 11.3183 -6.4733 7.3396  0.4861
C 12.6563 -6.9502 7.7584  -0.1650
N 11.2742 -5.0456 7.6223  -0.7057
H 6.8954 -6.8491 8.2529  0.2769
H 7.7874 -5.6527 9.0034  0.2936
H 8.0878 -7.2686 9.5384  0.2967
H 10.3398 -7.1144 9.2867  0.4456
H 10.3480 -8.2031 7.9132  -0.2274
H 11.0521 -6.5366 6.2845  0.3317
H 12.7919 -8.0212 7.6074  -1.0643
H 12.6547 -6.6313 8.8007  0.5411
H 13.4497 -6.5151 7.1507  0.2859
H 10.3241 -4.7306 7.7568  0.2624
H 11.8634 -4.8236 8.4121  0.2380
C 10.5830 -11.5162 -0.6141  -0.7741
O 11.1584 -11.9449 0.5570  -0.2500
C 12.5036 -11.4353 0.8637  -0.9870
C 13.2256 -12.0547 2.0696  0.5441
C 12.3544 -11.8863 3.3304  -0.8964
N 14.6809 -11.7958 2.2132  -0.5702
H 11.1099 -11.9826 -1.4465  0.3024
H 10.6008 -10.4298 -0.7004  0.3118
H 9.5694 -11.8702 -0.8021  0.2538
H 13.1372 -11.6098 -0.0059  0.4122
H 12.4465 -10.3475 0.9021  0.3641
H 13.2767 -13.1338 1.9244  0.2326
H 12.6940 -12.6061 4.0752  0.2945
H 11.3221 -12.1503 3.1006  0.2740
H 12.4692 -10.9360 3.8517  0.0438
H 15.0952 -12.1674 3.0560  0.1067
H 15.1974 -12.0838 1.3945  0.2821
C 14.5804 -12.6388 9.0698  -0.9700
O 13.8266 -11.4738 9.1216  0.3569
C 12.9535 -11.2732 8.0066  0.2317
C 11.6918 -12.0626 8.1670  2.0562
C 10.6690 -11.8885 7.1115  -1.0055
N 11.0056 -11.5369 9.3094  -0.4503
H 15.4354 -12.5005 9.7316  0.1583
H 15.0520 -12.6037 8.0877  0.3319
H 13.9620 -13.4983 9.3286  0.2912
H 12.7207 -10.2145 7.8924  -0.9172
H 13.4225 -11.4277 7.0348  0.1854
H 11.9214 -13.1271 8.2139  -0.3825
H 11.2013 -11.7961 6.1648  -0.0526
H 10.1299 -10.9440 7.1861  0.2523
H 9.9773 -12.7121 6.9347  0.0780
H 11.6592 -11.5299 10.0793  -0.0262
H 10.2110 -12.0226 9.7002  0.2957
C 6.6458 -12.4662 7.9779  -1.1192
C 7.3753 -13.7351 8.5854  0.0774
O 8.4717 -13.2724 9.3433  -0.4692
H 6.1400 -12.9287 7.1303  0.3807
H 7.2500 -11.6344 7.6158  0.3147
H 6.0114 -12.0762 8.7737  0.3296
H 7.6240 -14.3624 7.7293  -0.1671
H 6.6600 -14.3377 9.1451  0.4087
H 8.9307 -12.6704 8.7529  -0.0423
C 14.3705 -8.6122 4.7286  -0.5764
C 15.5809 -9.1382 5.4507  0.1891
O 16.7370 -9.0115 4.6033  -0.5937
H 13.9832 -9.1756 3.8797  -0.0246
H 14.6554 -7.7135 4.1816  0.3659
H 13.5071 -8.4546 5.3751  0.1268
H 15.3224 -10.1583 5.7346  -0.0250
H 15.6492 -8.5946 6.3930  0.2076
H 16.8262 -9.7608 4.0098  0.3280
C 15.7216 -16.4335 10.7297  -0.7119
C 16.2440 -16.8882 12.1129  -0.2750
O 16.2589 -18.2976 12.2895  -0.5633
H 16.3986 -16.9643 10.0604  0.3556
H 15.8568 -15.3559 10.6367  0.0582
H 14.6779 -16.6028 10.4647  0.3194
H 15.6168 -16.5021 12.9165  0.2790
H 17.2634 -16.5083 12.1803  0.2609
H 15.4684 -18.7474 11.9822  0.2990
C 11.7175 -10.7969 12.9931  0.5904
C 11.0039 -10.0188 14.1237  -0.7690
O 11.7839 -9.0228 14.7065  -0.4988
H 12.2603 -10.1633 12.2917  -0.2567
H 10.9703 -11.3035 12.3823  0.0994
H 12.4426 -11.5283 13.3500  -0.0937
H 10.7729 -10.7485 14.8998  0.3412
H 10.0083 -9.7326 13.7847  0.3326
H 11.4120 -8.9093 15.5843  0.3096
C 14.4478 -8.7158 10.5660  0.2208
C 15.0547 -7.3572 10.8111  -0.7466
O 14.0667 -6.3931 10.7568  -0.5140
H 15.3071 -9.3813 10.4833  0.1837
H 13.7937 -8.7824 9.6965  -0.0603
H 13.7330 -8.9883 11.3425  -0.2830
H 15.8516 -7.1987 10.0845  0.3493
H 15.4606 -7.2106 11.8120  0.3874
H 13.4856 -6.5455 11.5056  0.2898
C 10.6737 -14.5593 12.5371  -0.9718
C 11.4977 -15.5578 11.7908  -0.0253
O 11.9446 -14.8536 10.6912  -0.3870
H 10.6205 -14.8343 13.5905  0.4101
H 9.6492 -14.3583 12.2238  0.2683
H 11.2666 -13.6446 12.5344  0.0563
H 10.8801 -16.3825 11.4352  0.2436
H 12.3588 -15.8568 12.3885  0.2327
H 11.4810 -14.0131 10.6763  0.1667
C 16.4461 -14.9671 5.5474  -1.3768
C 16.0587 -14.1004 4.4668  0.2376
O 16.6936 -12.8157 4.4465  -0.5257
H 17.4222 -15.3855 5.3023  0.3584
H 15.6750 -15.7282 5.6663  0.3548
H 16.5583 -14.4948 6.5234  0.2788
H 14.9922 -13.9580 4.6415  0.0096
H 16.1515 -14.6541 3.5324  0.3619
H 16.9410 -12.7091 3.5251  0.2983
C 14.8356 -12.3801 13.0494  -1.0786
C 16.2439 -12.9219 13.0167  0.0136
O 16.8258 -13.0391 14.2610  -0.5664
H 14.5664 -12.1787 12.0125  0.2482
H 14.7456 -11.5440 13.7428  0.4547
H 14.1267 -13.0237 13.5703  0.3929
H 16.9276 -12.4053 12.3430  0.3509
H 16.1719 -13.9663 12.7133  -0.1955
H 17.6763 -13.4801 14.1991  0.3175
C 9.9133 -15.7659 6.2481  -0.8526
C 9.3762 -14.7586 5.2203  -0.4315
O 10.4371 -13.9546 4.7778  -0.3345
H 10.6075 -16.4457 5.7539  0.3706
H 9.0897 -16.3006 6.7211  0.3593
H 10.3310 -15.2625 7.1200  0.0098
H 8.4786 -14.2106 5.5070  0.2670
H 8.8910 -15.3741 4.4628  0.4746
H 10.2448 -13.6127 3.9016  0.1854



ii.
Computed, not measured: a 12-piece molecular cluster, C30H87N3O12 overall, with wB97M-V/def2-TZVPD.

HOMO: -9.28 eV
LUMO level: 0.42 eV
structure (SMILES): COC[C@H](C)N.COC[C@H](C)N.COC[C@H](C)N.CCO.CCO.CCO.CCO.CCO.CCO.CCO.CCO.CCO
2S+1: 1

Last column: Mulliken charge in e.
Element x y z (Å)
C -2.7699 3.4028 -5.3355  -0.8716
O -1.8017 2.4572 -4.8266  -0.3860
C -1.2049 2.5878 -3.5346  -1.0989
C 0.0265 1.6168 -3.4305  3.1061
C 1.1682 1.9253 -4.4669  -1.4719
N -0.4347 0.2443 -3.6533  -0.5441
H -3.2366 3.0946 -6.2711  0.2802
H -2.2203 4.2929 -5.6416  0.3344
H -3.5361 3.8102 -4.6760  0.3121
H -0.9454 3.6388 -3.4071  0.4827
H -2.0227 2.4183 -2.8341  0.4565
H 0.3897 1.6851 -2.4050  -1.7801
H 1.6448 2.8669 -4.1939  0.3675
H 0.7488 2.0237 -5.4681  0.3278
H 1.8826 1.1029 -4.5038  0.2949
H -0.8825 0.1060 -4.5479  0.4361
H 0.3653 -0.3473 -3.8271  -0.3156
C -3.0871 -6.8918 3.1405  -0.8357
O -2.5572 -6.0512 2.1856  -0.3396
C -1.7504 -5.0221 2.7403  -1.3077
C -1.4462 -3.9319 1.7291  2.1137
C -2.6380 -3.0203 1.2890  -1.4398
N -0.7582 -4.4816 0.5154  -0.3823
H -3.8322 -7.5692 2.7233  0.2817
H -3.6000 -6.3840 3.9574  0.3240
H -2.4041 -7.5730 3.6479  0.3228
H -2.2849 -4.6319 3.6064  0.6002
H -0.8114 -5.4598 3.0792  0.4572
H -0.7387 -3.2547 2.2075  -1.0683
H -2.3838 -2.2777 0.5326  -0.1104
H -3.0766 -2.5729 2.1810  0.5054
H -3.3518 -3.6795 0.7952  0.5057
H -0.9330 -5.4756 0.5541  0.2913
H -1.3609 -4.2107 -0.2485  0.0264
C -2.0629 5.5895 2.1862  -1.1346
O -1.5716 4.2828 2.4606  -0.2223
C -2.6244 3.3280 2.3575  -0.9825
C -2.2199 2.0096 3.0488  0.2531
C -1.8787 2.2896 4.5376  -1.5612
N -1.0652 1.4390 2.4055  0.8239
H -1.1741 6.2123 2.2872  0.2779
H -2.7233 5.7765 3.0330  0.4310
H -2.4085 5.6240 1.1531  0.3582
H -3.4547 3.7642 2.9129  0.5879
H -3.0506 3.1853 1.3645  0.4591
H -2.9936 1.2527 2.9198  0.4757
H -2.7076 2.7153 5.1031  0.4479
H -1.0391 2.9677 4.6903  0.2830
H -1.5850 1.3858 5.0715  0.2400
H -0.3529 2.1533 2.4562  -0.2735
H -1.2122 1.3940 1.4073  -0.3950
C -4.5067 -0.1705 -0.0696  0.1173
C -5.6296 0.8172 0.1545  -0.6005
O -6.7771 0.2746 -0.4472  -0.5827
H -3.7007 0.1060 0.6100  -0.2692
H -4.0886 -0.1260 -1.0752  0.1148
H -4.7409 -1.2111 0.1549  0.2650
H -5.4292 1.8382 -0.1703  0.3090
H -5.8254 0.8894 1.2243  0.2848
H -6.7888 0.4319 -1.3942  0.3287
C -3.1621 -2.6487 -2.7720  -0.8925
C -1.8231 -3.1999 -3.1927  0.4182
O -1.6464 -4.5032 -2.6492  -0.5784
H -3.9910 -3.1728 -3.2477  0.4312
H -3.2562 -1.5846 -2.9890  0.1597
H -3.3581 -2.8551 -1.7199  0.0819
H -1.1419 -2.4822 -2.7357  -0.3057
H -1.5860 -3.2221 -4.2563  0.3755
H -0.6883 -4.5461 -2.6081  0.3254
C 1.2088 -0.3090 4.7583  -1.2838
C 0.4983 -1.3677 3.9151  0.2687
O -0.8370 -0.9936 3.6316  -0.4779
H 0.5281 -0.0634 5.5735  0.3133
H 1.3948 0.6185 4.2167  0.0705
H 2.1043 -0.7099 5.2330  0.4607
H 0.5409 -2.3256 4.4335  0.3924
H 0.9539 -1.6168 2.9567  -0.0386
H -0.9462 -0.1799 3.1341  0.1647
C 4.3682 2.3023 -3.0134  -1.0683
C 3.8353 2.6255 -1.5937  1.0564
O 4.1022 3.9710 -1.3375  -0.5650
H 4.1187 2.9851 -3.8256  0.3032
H 4.0896 1.2821 -3.2775  0.0727
H 5.4576 2.3118 -2.9804  0.4783
H 4.2694 1.9820 -0.8285  -0.1608
H 2.7456 2.6353 -1.6209  -0.3954
H 5.0546 3.9389 -1.2217  0.3550
C 0.6813 4.2810 -0.3583  -0.4676
C 1.4668 4.5055 0.9360  -0.8386
O 1.0054 3.6941 1.9892  -0.4739
H 1.0886 4.8517 -1.1929  0.5199
H -0.3091 4.6993 -0.1785  0.3657
H 0.6183 3.2362 -0.6625  -0.2623
H 1.3170 5.5550 1.1895  0.3592
H 2.5409 4.3931 0.7888  0.3902
H 0.1696 4.1393 2.1470  0.4508
C 1.1527 0.2519 -0.1397  1.2327
C -0.0402 -0.7192 -0.2764  0.4347
O -1.1409 -0.0390 -0.8941  0.9331
H 1.9063 -0.4116 0.2844  -0.2827
H 1.0869 1.1155 0.5221  -0.4146
H 1.6340 0.5140 -1.0819  -0.9503
H -0.2659 -1.0324 0.7430  -0.4996
H 0.0926 -1.6312 -0.8584  0.4100
H -0.9667 -0.0702 -1.8376  -0.7654
C 4.1003 1.3887 2.4162  -0.2770
C 5.5230 0.8862 2.1306  -0.5670
O 6.5362 1.8555 2.4398  -0.5702
H 3.3737 0.5818 2.3206  -0.1419
H 3.8402 2.2690 1.8285  0.0521
H 4.0104 1.6984 3.4574  0.5017
H 5.6059 0.5489 1.0974  0.2818
H 5.7991 0.0097 2.7168  0.4321
H 7.3825 1.4521 2.2335  0.3015
C 2.9286 -1.5869 -2.7769  0.1214
C 2.8333 -1.9913 -4.2212  -0.4981
O 1.5070 -1.7360 -4.6490  -0.4863
H 3.8043 -1.9760 -2.2574  0.4972
H 2.2045 -2.0736 -2.1235  -0.1663
H 2.8125 -0.5135 -2.6271  -0.4796
H 3.0560 -3.0362 -4.4372  0.3548
H 3.5347 -1.4327 -4.8410  0.3473
H 1.5814 -1.5195 -5.5813  0.2525
C 3.7280 -3.2377 1.2490  -1.0071
C 2.6027 -4.3019 1.1521  0.0050
O 1.8295 -3.8839 0.0954  -0.5071
H 4.3965 -3.3460 2.1031  0.4284
H 3.3889 -2.2038 1.3134  0.0242
H 4.3530 -3.2218 0.3561  0.3216
H 1.9891 -4.2098 2.0484  0.0715
H 2.9572 -5.3320 1.1166  0.3034
H 0.9041 -3.9501 0.3423  0.3910



Stability ranking, top and bottom: ii is the most stable and i is the least stable.



i.
Computed, not measured: an isolated molecule of C7H12, with wB97M-V/def2-TZVPD.

HOMO: -8.50 eV
LUMO level: 0.00 eV
2S+1: 1

Last column: natural (NBO) charge in e.
Element x y z (Å)
C -0.5440 1.5037 1.3206  -0.6002
C 0.8258 0.8595 1.1904  -0.4144
C 1.2088 -0.4780 0.6467  -0.4072
C 0.3116 -1.5222 -0.0113  -0.3812
C -0.8655 -0.9509 -0.8064  -0.4087
C -0.4323 0.0834 -1.8432  -0.6022
C 1.6266 0.7753 -0.0774  0.1813
H -1.1087 1.0277 2.1307  0.2139
H -0.4322 2.5648 1.5636  0.2192
H -1.1418 1.4415 0.4088  0.2128
H 1.4973 1.1808 1.9902  0.2510
H 2.0461 -0.9437 1.1697  0.2527
H 0.9368 -2.1299 -0.6793  0.2074
H -0.0655 -2.1989 0.7676  0.2124
H -1.3818 -1.7783 -1.3080  0.2137
H -1.5976 -0.5228 -0.1135  0.1996
H -1.2573 0.7264 -2.1635  0.2145
H 0.0113 -0.3921 -2.7242  0.2153
H 0.3625 0.7537 -1.4616  0.2201



ii.
Computed, not measured: an isolated molecule of C7H12, with wB97M-V/def2-TZVPD.

HOMO: -6.61 eV
LUMO level: -0.45 eV
structure (SMILES): C=C/C(=C/C)CC
2S+1: 1

Last column: natural (NBO) charge in e.
Element x y z (Å)
C 0.3517 2.3652 -1.2029  -0.4783
C -0.0029 1.0981 -1.4541  -0.1360
C 0.0077 0.1512 -0.2726  -0.0346
C -0.3419 0.6374 0.9117  -0.1841
C -0.9641 -0.1894 1.9733  -0.6420
C 0.2079 -1.2799 -0.7293  -0.4304
C 0.8063 -2.2144 0.3747  -0.6162
H -0.3775 3.2056 -0.8532  0.2125
H 1.3309 2.7707 -1.3793  0.2021
H -0.3651 0.6570 -2.3662  0.1999
H -0.4724 1.6375 1.1490  0.2035
H -0.3140 -0.5053 2.8600  0.2186
H -1.7960 0.4875 2.3854  0.2139
H -1.5141 -1.0246 1.6504  0.2029
H 0.9710 -1.2652 -1.6007  0.2122
H -0.7024 -1.7372 -0.9990  0.2177
H -0.0598 -2.7848 0.8649  0.2102
H 1.2783 -2.9659 -0.2711  0.2080
H 1.6335 -1.8841 0.9545  0.2201



Stability ranking, top and bottom: i is the most stable and ii is the least stable.